(1)
Entry from OMol25: a structure of composition C20H16F4N6O3Pd (the ωB97M-V functional and the def2-TZVPD basis).

Structure (XYZ):
```
50
C20H16F4N6O3Pd the ωB97M-V functional and the def2-TZVPD basis
Pd -0.4158 -0.8836 0.2849
C -2.6582 2.7469 2.1615
N -2.0164 2.8632 0.8439
C -2.0232 4.1996 0.2293
C -1.4299 1.8427 0.2743
O -1.4130 0.7153 0.8648
C -0.7484 2.0425 -1.0720
O -0.4252 0.8286 -1.7073
C -1.3570 0.3280 -2.6389
C -2.0906 -0.9042 -2.1211
O -1.8034 -1.4179 -0.9915
N -3.0159 -1.4621 -2.8581
C -3.3975 -0.9970 -4.1945
C -3.7404 -2.6567 -2.4036
H -2.0699 3.2969 2.8946
H -2.7299 1.7059 2.4519
H -3.6536 3.1816 2.0977
H -2.3271 4.9110 0.9908
H -2.7377 4.2479 -0.5921
H -1.0301 4.4816 -0.1143
H 0.1896 2.5746 -0.8922
H -1.3646 2.6740 -1.7147
H -0.8022 0.0409 -3.5351
H -2.0827 1.0919 -2.9273
H -2.7516 -0.2041 -4.5535
H -4.4266 -0.6410 -4.1708
H -3.3288 -1.8355 -4.8856
H -3.6022 -2.7994 -1.3391
H -3.3753 -3.5272 -2.9476
H -4.7969 -2.5171 -2.6227
F 4.5197 -4.4014 3.1248
C 3.6862 -4.6230 2.1257
C 3.7096 -5.8110 1.4929
F 4.5673 -6.7235 1.8827
C 2.8189 -6.1304 0.3917
C 1.9055 -5.0593 0.0361
C 1.9061 -3.8742 0.6645
F 1.0095 -2.9499 0.2060
C 2.7844 -3.5526 1.7649
C 2.7882 -2.3552 2.4401
C 1.8514 -1.3671 2.0472
N 1.0791 -0.6278 1.6272
C 3.6214 -1.9802 3.5374
N 4.2315 -1.5739 4.4213
F 1.0465 -5.2473 -0.9437
C 2.8398 -7.3261 -0.2599
C 3.7324 -8.3940 0.0680
N 4.4258 -9.2885 0.2642
C 1.9665 -7.6421 -1.3500
N 1.2790 -7.9401 -2.2201
```

frontier orbital gap (alpha / beta) = 6.073 / 6.071 eV
HOMO energy (alpha / beta) = -14.49 / -14.49 eV
energy above the lowest of the compared OMol25 structures with the same formula, charge and spin = 9.34 kcal/mol
charge = +2
molecular weight = 570.80 g mol⁻¹
maximum force = 0.333 eV Å⁻¹
2S+1 = 1

(2)
Entry from OMol25: a structure of composition C3H5HgNaO (the ωB97M-V functional and the def2-TZVPD basis).

Structure (XYZ):
```
11
C3H5HgNaO the ωB97M-V functional and the def2-TZVPD basis
C 2.0084 0.0438 -0.1967
O 2.9954 -0.4314 -0.7687
Na 4.7137 0.8673 -0.8145
H 2.0037 1.0832 0.1746
Hg 0.2963 -1.0296 0.8899
C -1.7327 0.6167 0.1552
C -2.2510 -0.8027 0.0915
H -1.3572 1.1148 -0.7393
H -1.7534 1.1970 1.0790
H -2.2422 -1.3705 -0.8399
H -2.6808 -1.2885 0.9689
```

frontier orbital gap (alpha / beta) = 5.896 / 7.533 eV
HOMO energy (alpha / beta) = -10.25 / -11.91 eV
energy above the lowest of the compared OMol25 structures with the same formula, charge and spin = 9.74 kcal/mol
charge = +1
molecular weight = 280.65 g mol⁻¹
maximum force = 5.819 eV Å⁻¹
2S+1 = 2

(3)
Entry from OMol25: a cluster of 2 separate species, C4H7NO2 in total (the ωB97M-V functional and the def2-TZVPD basis).

Structure (XYZ):
```
14
C4H7NO2 the ωB97M-V functional and the def2-TZVPD basis
C -0.4062 -0.3780 0.1273
C 0.5637 0.4583 0.0298
C -0.4897 -1.8576 -0.0315
C 0.7959 1.9194 -0.0440
N 2.5111 -0.3739 0.0081
O 2.4251 -1.5810 0.0313
O 3.3606 0.4115 0.0056
H -1.4180 0.0781 0.1083
H -1.4835 -2.0877 -0.1513
H -0.0672 -2.3260 0.9248
H 0.1193 -2.2915 -0.8734
H 1.4830 2.0769 0.8553
H 1.3147 2.2371 -0.9046
H -0.0610 2.5417 0.0350
```

frontier orbital gap = 9.417 eV
HOMO energy = -9.05 eV
energy above the lowest of the compared OMol25 structures with the same formula, charge and spin = 143.38 kcal/mol
molecular weight = 101.10 g mol⁻¹
maximum force = 7.241 eV Å⁻¹
2S+1 = 1

(4)
Entry from OMol25: a structure of composition C42H57Cl2F6InN5O4S2Se2Si2Te (the ωB97M-V functional and the def2-TZVPD basis).

Structure (XYZ):
```
124
C42H57Cl2F6InN5O4S2Se2Si2Te the ωB97M-V functional and the def2-TZVPD basis
In 1.1789 -0.9141 -0.5529
C -3.0873 2.7426 2.1933
Se -1.3310 2.4631 1.4176
C -0.4498 2.1182 3.1271
C 1.0102 2.5084 3.1354
Se 2.2014 1.3537 2.0852
C 3.0601 0.5849 3.6552
H -3.4451 1.8064 2.6219
H -3.7506 3.0559 1.3900
H -3.0319 3.5225 2.9496
H -0.5671 1.0608 3.3670
H -1.0013 2.7024 3.8663
H 1.3949 2.4509 4.1520
H 1.1432 3.5270 2.7716
H 3.4009 1.4020 4.2858
H 3.9153 -0.0004 3.3290
H 2.3711 -0.0624 4.1930
F 6.2007 -4.2671 1.0333
C 4.9083 -3.9315 1.1405
F 4.2837 -4.2442 0.0206
F 4.3711 -4.6167 2.1531
S 4.7966 -2.1345 1.5269
O 3.3852 -1.8175 1.5722
O 5.5488 -2.0346 2.7421
N 5.5303 -1.4184 0.3281
S 4.6414 -0.9326 -0.9000
O 3.7764 0.2100 -0.6073
O 4.0763 -1.9748 -1.7020
C 6.0605 -0.3359 -1.9151
F 6.6088 0.7574 -1.3883
F 5.6343 -0.0588 -3.1425
F 6.9837 -1.2873 -2.0009
C 1.0570 6.0913 -4.1369
C -0.2199 6.0003 -3.3450
C -1.1612 7.0205 -3.3684
C -2.3487 6.9351 -2.6523
C -2.5943 5.8074 -1.8860
C -1.6624 4.7794 -1.8311
C -0.4771 4.8633 -2.5629
N 0.5095 3.8615 -2.5367
C 0.3831 2.5394 -2.0626
N -0.7946 1.9712 -2.4461
C -1.3069 0.6613 -2.3395
C -0.7954 -0.2791 -1.4641
C -1.4742 -1.5105 -1.4001
C -2.5568 -1.8235 -2.2033
C -3.0220 -0.8662 -3.0939
C -2.4385 0.3866 -3.1508
C -3.0125 1.4117 -4.1013
N 1.2999 1.9345 -1.4035
C 2.4867 2.6514 -1.1239
C 2.6890 3.1928 0.1446
C 3.8789 3.8263 0.4655
C 4.8788 3.9454 -0.4927
C 4.6520 3.4608 -1.7729
C 3.4575 2.8287 -2.1168
C 3.2244 2.3629 -3.5322
H 1.0506 6.9745 -4.7750
H 1.1891 5.2076 -4.7664
H 1.9359 6.1578 -3.4860
H -0.9604 7.9000 -3.9711
H -3.0668 7.7450 -2.6860
H -3.5099 5.7250 -1.3127
H -1.8416 3.9173 -1.2014
H 1.4602 4.1940 -2.5274
H -1.2875 2.5458 -3.1015
H -1.1264 -2.2825 -0.7177
H -3.0088 -2.8083 -2.1561
H -3.8528 -1.0902 -3.7550
H -3.8858 0.9992 -4.6034
H -2.2980 1.6999 -4.8813
H -3.3341 2.3236 -3.5877
H 1.8886 3.1033 0.8728
H 4.0275 4.2229 1.4632
H 5.8237 4.4149 -0.2473
H 5.4145 3.5777 -2.5369
H 3.7607 1.4397 -3.7263
H 3.5814 3.1096 -4.2443
H 2.1755 2.1593 -3.7362
Cl 0.8685 -3.6573 1.0110
C 0.9445 -4.5566 -0.4761
C 0.8536 -5.9330 -0.4124
C 0.8966 -6.6972 -1.5670
C 1.0630 -6.0394 -2.7852
C 1.1950 -4.6722 -2.8390
Cl 1.3987 -3.9137 -4.3994
C 1.1326 -3.8067 -1.6875
N 1.1763 -2.4998 -1.8595
H 0.7368 -6.4044 0.5572
H 0.8006 -7.7737 -1.5250
H 1.1125 -6.6006 -3.7110
C -5.9159 -2.2929 -0.4273
Si -4.8325 -1.3328 0.7582
C -5.8103 -0.9547 2.3113
C -4.3436 0.2713 -0.0593
C -3.3833 -2.3965 1.2977
Te -1.8394 -1.2071 2.1916
C -2.1085 -2.0582 4.1468
Si -1.2151 -3.6729 4.4398
C -1.6324 -4.9638 3.1562
C -1.7784 -4.3227 6.1089
C 0.6187 -3.3373 4.5156
H -6.8033 -1.7100 -0.6978
H -6.2499 -3.2467 -0.0051
H -5.3621 -2.5048 -1.3482
H -6.6551 -0.2920 2.1008
H -5.1713 -0.4640 3.0543
H -6.2034 -1.8739 2.7592
H -5.1445 1.0108 0.0491
H -4.1609 0.1150 -1.1274
H -3.4258 0.6861 0.3675
H -2.9511 -2.9814 0.4822
H -3.7052 -3.0945 2.0763
H -3.1883 -2.1306 4.3036
H -1.7331 -1.3054 4.8476
H -2.5863 -5.4529 3.3789
H -0.8515 -5.7302 3.1389
H -1.6865 -4.5343 2.1524
H -2.8507 -4.5462 6.1009
H -1.5914 -3.5934 6.9045
H -1.2462 -5.2448 6.3684
H 0.9564 -2.7312 3.6686
H 1.1875 -4.2718 4.4908
H 0.8793 -2.8060 5.4374
```

frontier orbital gap (alpha / beta) = 5.335 / 5.338 eV
HOMO energy (alpha / beta) = -3.81 / -3.82 eV
energy above the lowest of the compared OMol25 structures with the same formula, charge and spin = 75.96 kcal/mol
charge = -1
molecular weight = 1401.49 g mol⁻¹
maximum force = 2.019 eV Å⁻¹
2S+1 = 1

(5)
Entry from OMol25: an isolated molecule of C2H5OP (the ωB97M-V functional and the def2-TZVPD basis).

Structure (XYZ):
```
9
C2H5OP the ωB97M-V functional and the def2-TZVPD basis
O 1.3755 -0.8837 -1.2592
C 1.0576 -0.5856 -0.1036
C 0.0567 -0.1099 0.5578
P -1.6491 0.2921 -0.0615
H 0.5428 -0.8032 -1.9256
H 1.9290 -0.7226 0.5877
H 0.0698 0.2011 1.5043
H -1.4099 1.7956 -0.4359
H -1.9725 0.8162 1.1361
```

frontier orbital gap = 9.385 eV
HOMO energy = -8.80 eV
energy above the lowest of the compared OMol25 structures with the same formula, charge and spin = 53.23 kcal/mol
SMILES = O/C=C\P
molecular weight = 76.03 g mol⁻¹
maximum force = 8.679 eV Å⁻¹
2S+1 = 1